Entry 1:
ORCA calculation (wB97M-V/def2-TZVPD) on an isolated molecule of C6H9N.

Results
LUMO level = 0.87 eV
molecular weight = 95.14 g/mol
highest occupied orbital energy = -0.354 Eh
charge = 0
energy = -7852.8455 eV
orbital gap = 10.50 eV
maximum force = 1.626 eV Å⁻¹
relative energy (zero: lowest compared OMol25 entry of this formula, charge and spin) = 122.5 kcal/mol

Cartesian coordinates (Å):
C  1.5835  0.0215  2.3369
C  0.2358  -0.0563  1.7502
C  -0.9844  -0.2764  1.4450
C  -0.1209  0.6502  0.1115
C  0.0146  -0.2906  -1.0578
C  -1.1536  -0.6419  -1.8965
N  -0.1655  0.3471  -2.3807
H  1.5700  -0.5074  3.2997
H  1.8948  1.0602  2.5229
H  2.3364  -0.4606  1.6957
H  0.7995  1.2519  0.2163
H  -0.9239  1.3777  -0.0339
H  0.7936  -1.0503  -0.9463
H  -2.1286  -0.2271  -1.6375
H  -1.1817  -1.6369  -2.3461
H  0.4613  -0.0888  -3.0643

Entry 2:
ORCA calculation (wB97M-V/def2-TZVPD) on an isolated molecule of C6H9N.

Results
LUMO level = 1.09 eV
molecular weight = 95.14 g/mol
highest occupied orbital energy = -0.328 Eh
charge = 0
energy = -7855.0396 eV
orbital gap = 10.02 eV
maximum force = 0.409 eV Å⁻¹
relative energy (zero: lowest compared OMol25 entry of this formula, charge and spin) = 71.9 kcal/mol

Cartesian coordinates (Å):
C  -1.1677  -1.2409  1.0374
C  -1.0172  -0.6490  -0.2983
N  -1.6857  0.1127  0.8031
C  -0.5349  1.0698  0.7944
C  0.1848  0.2629  -0.2849
C  1.6201  -0.1542  -0.3361
C  1.0219  0.6690  -1.4490
H  -0.2687  -1.3908  1.6363
H  -1.9595  -1.9684  1.1954
H  -1.5707  -0.9581  -1.1817
H  -0.0302  1.1968  1.7604
H  -0.9035  2.0388  0.4442
H  1.8501  -1.2013  -0.5173
H  2.3049  0.3481  0.3437
H  1.3371  1.7033  -1.5582
H  0.8192  0.1612  -2.3896

Entry 3:
ORCA calculation (wB97M-V/def2-TZVPD) on a structure of composition C6H9N.

Results
LUMO level = 1.20 eV
molecular weight = 95.14 g/mol
highest occupied orbital energy = -0.313 Eh
charge = 0
energy = -7855.1154 eV
orbital gap = 9.72 eV
maximum force = 0.491 eV Å⁻¹
relative energy (zero: lowest compared OMol25 entry of this formula, charge and spin) = 70.2 kcal/mol

Cartesian coordinates (Å):
C  -0.9484  -0.3051  -1.7265
N  -0.5755  0.3937  -0.5115
C  -0.6054  -0.3947  0.7815
C  0.7518  -1.0209  0.3784
C  0.8993  0.4196  -0.1928
C  0.8474  1.2783  1.0698
C  -0.1686  0.7237  1.7328
H  -2.0220  -0.5189  -1.6575
H  -0.7885  0.3878  -2.5611
H  -0.4090  -1.2484  -1.9695
H  -1.4936  -0.9941  1.0093
H  0.6225  -1.7633  -0.4159
H  1.4387  -1.4082  1.1395
H  1.5878  0.6755  -1.0011
H  1.4437  2.1603  1.2750
H  -0.6545  1.0102  2.6570

Entry 4:
ORCA calculation (wB97M-V/def2-TZVPD) on an isolated molecule of C6H9N.

Results
LUMO level = 0.93 eV
molecular weight = 95.14 g/mol
highest occupied orbital energy = -0.255 Eh
charge = 0
energy = -7855.7889 eV
orbital gap = 7.86 eV
maximum force = 4.002 eV Å⁻¹
relative energy (zero: lowest compared OMol25 entry of this formula, charge and spin) = 54.7 kcal/mol

Cartesian coordinates (Å):
C  -2.5085  -0.2414  0.1499
C  -1.0904  0.1537  0.0275
C  -0.5053  1.3857  -0.0958
C  0.8940  1.2047  -0.1296
C  1.0950  -0.1608  -0.1459
C  2.4254  -0.7573  -0.1925
N  -0.0872  -0.7899  0.0430
H  -2.7305  -0.6088  1.1577
H  -3.1311  0.6320  -0.0509
H  -2.7706  -1.0266  -0.5687
H  -1.0247  2.3297  -0.1507
H  1.6651  1.9707  -0.0985
H  3.0832  -0.2586  -0.9273
H  2.1418  -0.2828  0.9223
H  2.7462  -1.7600  0.0203
H  -0.2025  -1.7903  0.0392

Entry 5:
ORCA calculation (wB97M-V/def2-TZVPD) on an isolated molecule of C6H9N.

Results
LUMO level = 0.99 eV
molecular weight = 95.14 g/mol
highest occupied orbital energy = -0.299 Eh
charge = 0
energy = -7855.0507 eV
orbital gap = 9.13 eV
maximum force = 0.971 eV Å⁻¹
relative energy (zero: lowest compared OMol25 entry of this formula, charge and spin) = 71.7 kcal/mol

Cartesian coordinates (Å):
C  -1.1961  1.1343  3.3013
C  -0.5498  0.9298  2.0213
C  0.0121  0.7737  0.9688
C  0.2374  0.5025  -0.3992
C  0.0776  -0.7309  -0.8865
C  0.1571  -0.8942  -2.3540
N  1.6212  -0.9413  -2.5067
H  -2.2081  0.7141  3.3148
H  -1.2645  2.2037  3.5129
H  -0.6091  0.6521  4.0856
H  0.2436  1.3403  -1.0969
H  0.2042  -1.6267  -0.2778
H  -0.2714  -0.0248  -2.8774
H  -0.3495  -1.7864  -2.7457
H  1.9547  -0.3585  -1.7320
H  1.9405  -1.8877  -2.3283

Entry 6:
ORCA calculation (wB97M-V/def2-TZVPD) on a structure of composition C6H9N.

Results
LUMO level = 0.85 eV
molecular weight = 95.14 g/mol
highest occupied orbital energy = -0.288 Eh
charge = 0
energy = -7850.5453 eV
orbital gap = 8.68 eV
maximum force = 3.517 eV Å⁻¹
relative energy (zero: lowest compared OMol25 entry of this formula, charge and spin) = 175.6 kcal/mol

Cartesian coordinates (Å):
C  -2.1898  -0.2927  -0.1435
C  -1.1716  0.8728  0.0016
C  0.2770  0.3878  0.0381
C  0.8086  -0.7381  -0.8880
N  0.3446  -1.9583  -0.6265
C  1.1849  0.4581  1.3202
C  1.3571  1.3417  0.3942
H  -1.8084  -1.0400  -0.8347
H  -3.1016  0.1068  -0.5807
H  -2.2352  -0.7441  0.8455
H  -1.3233  1.3093  0.9970
H  -1.1914  1.7170  -0.7087
H  1.5683  -0.4688  -1.6370
H  1.4397  -1.6058  -0.2319
H  0.9051  -0.0872  2.2121
H  1.5740  2.2469  -0.1559

Entry 7:
ORCA calculation (wB97M-V/def2-TZVPD) on an isolated molecule of C6H9N.

Results
LUMO level = 0.84 eV
molecular weight = 95.14 g/mol
highest occupied orbital energy = -0.314 Eh
charge = 0
energy = -7856.6612 eV
orbital gap = 9.38 eV
maximum force = 0.832 eV Å⁻¹
relative energy (zero: lowest compared OMol25 entry of this formula, charge and spin) = 34.6 kcal/mol

Cartesian coordinates (Å):
C  1.5628  -0.7408  1.1323
C  0.2646  -0.5079  0.4382
C  -0.7268  -1.3781  0.2015
N  -1.9794  -0.7507  -0.0670
C  -1.7547  0.5050  0.0443
C  -0.2840  0.8437  0.0311
C  0.0796  0.9954  -1.4803
H  1.5098  -0.2734  2.1272
H  2.4342  -0.3130  0.6242
H  1.7270  -1.8115  1.2813
H  -0.7530  -2.4430  0.3807
H  -2.5766  1.1848  0.2279
H  0.0295  1.7060  0.6316
H  1.1606  0.9402  -1.6477
H  -0.3041  1.9054  -1.9514
H  -0.3896  0.1380  -1.9739

Entry 8:
ORCA calculation (wB97M-V/def2-TZVPD) on a structure of composition C6H9N.

Results
LUMO level = 0.97 eV
molecular weight = 95.14 g/mol
highest occupied orbital energy = -0.281 Eh
charge = 0
energy = -7852.0845 eV
orbital gap = 8.62 eV
maximum force = 1.178 eV Å⁻¹
relative energy (zero: lowest compared OMol25 entry of this formula, charge and spin) = 140.1 kcal/mol

Cartesian coordinates (Å):
C  1.3928  1.4210  -0.0010
C  0.6545  0.3969  -0.7570
N  2.2239  0.3002  -0.2262
C  0.9195  -1.1755  -0.0262
C  -0.3393  -0.4341  -0.0067
C  -1.3331  -0.0074  1.0153
C  -1.7865  -0.5816  -0.3130
H  0.9717  1.6290  0.9888
H  1.5828  2.3158  -0.5971
H  0.5836  0.4119  -1.8351
H  1.4456  -1.4031  0.8800
H  1.0710  -1.8722  -0.8484
H  -1.4620  1.0597  1.1839
H  -1.4756  -0.6185  1.9045
H  -2.2547  -1.5617  -0.3228
H  -2.1942  0.1194  -1.0390

energy of number 6 (C6H9N)? -7850.5453 eV